20
Properties=species:S:1:pos:R:3:nbo_charge:R:1 method="wB97M-V/def2-TZVPD" fmax_ha_per_bohr=0.0598 smiles="[H]/N=C(/C)CC.OPO" lumo_energy_ev=0.724 charge=0 relative_energy_kcal_mol=49.55 homo_lumo_gap_ev=9.172
H -0.56039 -1.41835 0.28373 0.34
N -0.20980 -0.67690 -0.34467 -0.69
C 0.75288 0.03741 0.10521 0.34
C 1.14823 1.24967 -0.71860 -0.67
C 1.59995 -0.05755 1.34160 -0.47
C 0.82769 -0.25363 2.70234 -0.62
H 2.16157 1.17186 -1.10067 0.22
H 0.54714 1.53631 -1.60928 0.24
H 1.30556 1.94706 0.07424 0.21
H 2.30900 0.83293 1.50466 0.23
H 2.20753 -1.05024 1.09570 0.23
H 0.74167 0.75317 3.13216 0.21
H -0.08736 -0.89017 2.75841 0.22
H 1.67883 -0.56794 3.26422 0.22
O -2.04888 -0.82276 -2.81213 -1.01
P -3.51599 -0.04341 -2.83549 1.16
O -3.94522 -0.67222 -4.25121 -1.03
H -1.72369 -0.97734 -1.94608 0.51
H -3.00751 1.24702 -3.36389 -0.15
H -3.49880 -1.57740 -4.46278 0.52